The following is a DFT calculation (ωB97M-V with the def2-TZVPD basis set) of a structure of composition C50H52CrF3N3O4S2.

Results
LUMO level (spin up / spin down)   -1.55 / -1.63 eV
2S+1   5
Expectation value of S²   6.0561
Molar mass   932.107 g mol⁻¹
Energy   -123601.609 eV
HOMO-LUMO gap (spin up / spin down)   4.76 / 5.20 eV

```
115
Properties=species:S:1:pos:R:3:mulliken_spin:R:1
Cr 0.07070 0.46998 -1.39130 3.022
C -2.27631 -1.45311 4.94881 -0.005
C -3.15314 -2.10306 3.88552 -0.012
C -4.65085 -1.57451 4.08075 0.000
C -3.18040 -3.66326 3.96136 0.006
C -2.67329 -1.77032 2.45610 0.012
C -1.61660 -0.88892 2.24157 0.042
C -1.25826 -0.57147 0.91526 -0.031
N -0.30415 0.36476 0.60539 0.275
C 0.36966 1.25551 1.38650 0.010
C 0.04507 1.61252 2.73674 0.089
C 1.06839 2.30608 3.41955 -0.005
C 2.06073 2.97377 2.67929 0.110
C 2.32186 2.80572 1.31782 0.009
C 1.39740 1.94109 0.64821 0.119
O 1.45994 1.63729 -0.61544 0.102
C 3.32307 3.66227 0.65821 0.001
C 2.76662 5.10579 0.64186 0.002
C 3.62468 3.14069 -0.74985 0.004
C 4.68728 3.65592 1.45884 -0.003
C 1.07612 2.37130 4.94039 -0.008
C 1.14084 3.83915 5.44129 0.001
C 2.38453 1.70996 5.47210 0.004
C -0.13069 1.65055 5.68137 -0.002
C -1.84295 -1.23022 -0.24791 0.103
O -1.42548 -0.86778 -1.43403 0.102
C -2.87212 -2.18425 0.00284 -0.012
C -3.20970 -2.43163 1.31780 0.096
C -3.69905 -2.79782 -1.13376 -0.002
C -2.75625 -3.62062 -2.03360 0.002
C -4.28653 -1.66962 -1.95832 0.006
C -4.78993 -3.74831 -0.58603 0.000
H -2.62499 -1.65179 5.98038 0.001
H -2.34848 -0.37913 4.76142 0.001
H -1.20597 -1.84888 4.87914 0.001
H -5.10402 -1.65440 5.10072 0.000
H -5.31682 -2.12477 3.40353 -0.001
H -4.77320 -0.55656 3.81700 0.000
H -2.94329 -4.07760 4.94567 0.001
H -2.46262 -4.05426 3.21273 -0.004
H -4.15218 -4.03595 3.57482 -0.001
H -1.13706 -0.38707 3.05227 0.023
H -0.93767 1.42342 3.15759 0.004
H 2.74001 3.59447 3.27855 0.011
H 1.85429 5.09302 0.02514 0.000
H 3.52583 5.81091 0.24532 0.000
H 2.48849 5.39080 1.65452 0.000
H 2.77115 3.33420 -1.39595 -0.002
H 3.83706 2.09817 -0.72234 -0.002
H 4.50973 3.60010 -1.22702 0.001
H 4.55700 4.21420 2.41021 0.000
H 5.45626 4.09919 0.86923 0.000
H 4.99634 2.64582 1.70986 0.002
H 2.03917 4.32103 5.14340 0.000
H 1.12902 3.84715 6.51951 0.001
H 0.30594 4.39865 5.05602 0.001
H 3.21669 2.16106 4.94109 -0.002
H 2.49587 0.60621 5.23191 0.000
H 2.53806 1.88823 6.54858 0.001
H -1.11923 2.08388 5.36359 0.000
H -0.02026 1.84835 6.73403 0.000
H -0.14591 0.55768 5.45613 0.001
H -3.97870 -3.17133 1.57703 0.017
H -2.11867 -2.90581 -2.55448 -0.005
H -3.37370 -4.23994 -2.68660 0.001
H -2.09299 -4.26484 -1.43118 0.001
H -3.53660 -1.05254 -2.34144 -0.003
H -4.86672 -1.02672 -1.32913 0.000
H -4.92327 -2.05625 -2.72631 0.000
H -4.36487 -4.52611 0.06099 0.001
H -5.35333 -4.20669 -1.43260 0.000
H -5.50056 -3.22300 0.08104 0.000
S -2.00421 2.96074 -6.61045 0.000
C -2.01658 3.18758 -8.32951 -0.002
C -1.00945 2.52991 -8.94947 0.001
C -0.22782 1.79980 -8.06985 -0.002
C -0.68965 1.81441 -6.72423 0.000
C -0.10065 0.97467 -5.67242 -0.006
C -0.19453 1.23166 -4.30467 0.015
N 0.51463 0.53887 -3.40541 -0.055
C 1.21101 -0.58699 -3.79912 0.001
C 1.34761 -0.91688 -5.15080 -0.010
C 2.24114 -1.99485 -5.49788 0.000
C 2.75322 -2.85578 -4.56300 -0.003
C 2.57788 -2.50997 -3.14065 -0.009
C 2.99238 -3.29774 -2.08777 0.003
C 2.68748 -3.00923 -0.73058 -0.003
C 1.97432 -1.82586 -0.48146 0.017
N 1.52626 -1.05765 -1.46024 -0.011
C 1.80345 -1.35808 -2.76759 -0.033
C 3.33755 -3.82925 0.31728 -0.001
C 4.48743 -4.62061 0.17063 0.000
C 4.81453 -5.27753 1.36370 0.000
C 3.97396 -5.00019 2.41363 0.000
S 2.76397 -3.84859 1.98597 0.001
C 0.65971 -0.15339 -6.07140 0.017
H -2.79709 3.77835 -8.79122 0.000
H -0.80995 2.55951 -10.04694 0.000
H 0.64577 1.23124 -8.37659 0.000
H -0.72104 2.08289 -3.87812 0.001
H 2.38327 -2.17201 -6.53963 0.000
H 3.30483 -3.71512 -4.93121 0.000
H 3.46872 -4.26775 -2.31799 0.000
H 1.82837 -1.52357 0.52920 -0.004
H 4.97505 -4.75729 -0.77088 0.000
H 5.72285 -5.89256 1.53027 0.000
H 4.03472 -5.28811 3.45165 0.000
H 0.65690 -0.51072 -7.10687 0.001
F -3.00726 5.00788 -2.10711 -0.001
C -2.81830 3.66349 -1.96369 -0.003
F -3.05547 3.09797 -3.21094 0.000
F -3.82626 3.19086 -1.15189 0.000
C -1.37041 3.20028 -1.53702 0.009
O -0.47423 4.05028 -1.32115 0.020
O -1.29513 1.86905 -1.58624 -0.025
```

=====

The following is a DFT calculation (ωB97M-V with the def2-TZVPD basis set) of a structure of composition C50H54AsCl2N9O7P2Se2Y.

Results
LUMO level   -2.71 eV
2S+1   1
Molar mass   1347.640 g mol⁻¹
Energy   -316666.595 eV
HOMO-LUMO gap   6.88 eV
Charge   +1

```
128
Properties=species:S:1:pos:R:3:mulliken_charge:R:1
Y -0.79265 0.78052 -1.28577 0.112
N -3.37578 1.97569 0.36489 -0.164
N -2.83026 2.94540 1.20520 -0.434
C -1.63190 3.47595 0.89980 0.590
N -1.12410 4.41906 1.67823 -0.337
N -1.04692 2.93437 -0.16799 -0.246
N 0.18576 3.33427 -0.53387 0.481
O 0.70649 4.36821 -0.21848 -0.787
O 0.70820 2.50185 -1.31176 0.806
H -4.19214 2.34505 -0.10709 0.290
H -3.60474 1.13861 0.88969 0.214
H -3.33831 3.27733 2.00968 0.143
H -1.53636 4.62169 2.57334 0.200
H -0.18764 4.74091 1.48255 0.181
Se 1.46172 2.31522 5.86192 -0.315
P 0.97596 0.48693 4.96750 -0.114
C -0.41883 -0.28846 5.80603 0.696
C -1.69181 -0.30303 5.24891 0.165
C -2.77510 -0.74756 5.99587 -0.548
C -2.59068 -1.17948 7.30010 -0.736
C -1.32178 -1.15304 7.86817 -0.800
C -0.24226 -0.69547 7.13093 -0.534
C 2.37373 -0.67831 4.92160 0.873
C 2.40103 -1.91814 5.54871 -0.259
C 3.52135 -2.73566 5.43319 -0.630
C 4.61607 -2.31593 4.69405 -0.724
C 4.60036 -1.06884 4.07708 -0.629
C 3.48985 -0.24991 4.19600 -0.685
C 0.58783 0.65025 3.18156 0.449
C -0.01575 -0.03781 2.13142 -1.540
N 0.18300 0.69856 0.99865 2.337
N 0.88458 1.77603 1.36089 -0.030
N 1.11927 1.77551 2.63501 -1.067
P -0.79252 -1.61227 1.76433 1.030
Se -2.42996 -1.25402 0.44832 -0.705
C -1.32149 -2.58946 3.17693 0.760
C -2.67225 -2.86634 3.36865 -0.480
C -3.06670 -3.67778 4.42227 -0.808
C -2.11713 -4.20371 5.28516 -0.626
C -0.76798 -3.93770 5.08551 -0.684
C -0.36689 -3.14485 4.02359 -0.831
C 0.54581 -2.58059 1.03003 1.221
C 1.87568 -2.28713 1.32599 -0.281
C 2.88791 -3.09109 0.81514 -0.541
C 2.57492 -4.17538 0.00674 -1.040
C 1.24694 -4.47188 -0.28189 -0.352
C 0.23086 -3.68230 0.23550 -1.329
H -1.84381 0.04415 4.23336 0.146
H -3.76593 -0.75379 5.55794 0.472
H -3.43654 -1.52705 7.87999 0.424
H -1.17873 -1.46790 8.89397 0.439
H 0.73284 -0.61211 7.59644 0.535
H 1.54923 -2.25668 6.12340 0.345
H 3.53847 -3.69885 5.92836 0.438
H 5.48796 -2.95224 4.60937 0.437
H 5.46287 -0.72969 3.51661 0.440
H 3.48122 0.73185 3.73389 0.575
H -3.40792 -2.45085 2.69363 0.322
H -4.11648 -3.89589 4.57080 0.433
H -2.42616 -4.83159 6.11159 0.428
H -0.02602 -4.36522 5.74872 0.488
H 0.68653 -2.96731 3.85486 0.523
H 2.13052 -1.43718 1.95146 0.221
H 3.92045 -2.86326 1.05117 0.687
H 3.36569 -4.79459 -0.39740 0.422
H 1.00356 -5.32065 -0.90787 0.477
H -0.80638 -3.91182 0.01702 0.388
O -0.56924 -1.73467 -2.03531 -0.232
H 0.18925 -2.19539 -1.65375 0.075
H -0.26039 -1.42034 -2.90342 0.182
O -1.45494 2.98647 -2.87413 -0.627
H -0.67246 2.82102 -3.46769 0.381
H -1.59130 3.93808 -2.92263 0.317
O 1.55344 -0.21900 -1.34963 0.630
H 2.10514 0.31647 -1.95785 -0.213
H 2.09047 -0.28554 -0.54823 -0.204
Cl 3.48370 4.47875 -2.56007 -0.190
C 4.10347 3.31916 -1.42395 0.829
C 4.73465 3.78119 -0.28372 -0.495
C 5.29923 2.87707 0.59966 -0.701
C 5.23361 1.52036 0.33220 -0.705
C 4.57818 1.07819 -0.80395 1.126
Cl 4.48426 -0.63785 -1.07917 -0.135
C 3.97934 1.95520 -1.70752 -2.252
N 3.22626 1.50918 -2.81406 0.398
C 3.89394 1.00535 -3.97550 0.952
C 5.28053 1.06970 -4.07433 -0.754
C 5.94521 0.54296 -5.16654 -0.781
C 5.22302 -0.04869 -6.19290 -0.867
C 3.84384 -0.09018 -6.10390 -0.772
C 3.14943 0.43040 -5.01150 0.875
C 1.64178 0.21796 -5.05064 -1.227
C 0.69729 1.04623 -4.21060 0.063
O 0.69364 2.27960 -4.29740 -0.794
O -0.13447 0.38757 -3.47645 0.087
H 4.79384 4.84650 -0.10666 0.494
H 5.79627 3.22963 1.49288 0.448
H 5.67814 0.79614 1.00109 0.539
H 2.54989 2.21416 -3.08789 0.397
H 5.84373 1.54423 -3.28012 0.476
H 7.02467 0.60192 -5.21638 0.421
H 5.72565 -0.46716 -7.05493 0.393
H 3.27392 -0.54282 -6.90912 0.433
H 1.43924 -0.83725 -4.86354 0.401
H 1.31134 0.41648 -6.07514 0.688
C -3.19791 -1.55889 -3.50152 -1.352
As -3.10967 0.27179 -2.84080 1.204
C -4.90214 0.30996 -2.07451 -1.548
C -3.35280 1.16712 -4.57976 -1.264
C -4.78629 1.28876 -4.99641 0.066
C -5.56052 2.36360 -4.56099 -0.076
C -6.89431 2.47369 -4.92181 -0.743
C -7.47994 1.50426 -5.72722 -0.452
C -6.71833 0.43460 -6.17405 -0.805
C -5.38035 0.33090 -5.81284 -0.118
H -4.11425 -1.67037 -4.07853 0.530
H -3.18974 -2.25600 -2.66743 0.322
H -2.33965 -1.76239 -4.13807 0.326
H -5.60362 -0.13813 -2.77454 0.555
H -5.23403 1.32715 -1.87147 0.375
H -4.89222 -0.26806 -1.14960 0.290
H -2.79357 0.54215 -5.27525 0.497
H -2.86034 2.13149 -4.51946 0.549
H -5.10327 3.12915 -3.94232 0.437
H -7.47789 3.32065 -4.58268 0.399
H -8.51969 1.59039 -6.01484 0.401
H -7.16262 -0.31766 -6.81352 0.403
H -4.78717 -0.49985 -6.17921 0.416
```

=====

Question: Which of these has the highest molar mass?
Answer: C50H54AsCl2N9O7P2Se2Y

=====

Question: Look up the energy of the first one.
Answer: -123601.609 eV